1.
C29H37IrN4O2PS2 | ωB97M-V with the def2-TZVPD basis set

```
76
Properties=species:S:1:pos:R:3
Ir 0.22 0.24 0.53
C 3.39 -1.39 2.86
C 2.50 -0.55 2.02
N 1.36 -0.98 1.58
N 0.89 -2.23 1.88
C -0.40 -2.52 1.58
N -0.85 -3.72 1.92
S -1.42 -1.38 0.77
C 2.82 0.85 1.62
C 4.00 1.47 1.97
C 4.20 2.79 1.59
C 3.22 3.44 0.87
C 2.05 2.75 0.54
N 1.85 1.49 0.91
H 2.82 -1.91 3.63
H 4.14 -0.79 3.38
H 3.92 -2.13 2.25
H 1.53 -2.91 2.26
H -0.32 -4.40 2.44
H -1.80 -3.96 1.66
H 4.76 0.94 2.52
H 5.12 3.30 1.85
H 3.33 4.47 0.56
H 1.28 3.21 -0.06
O 1.38 2.11 -2.31
C 1.69 0.98 -2.55
O 1.42 -0.02 -1.59
C 2.31 0.36 -3.71
C 2.72 1.04 -4.85
C 3.29 0.30 -5.87
C 3.44 -1.08 -5.75
C 3.04 -1.76 -4.60
C 2.48 -1.01 -3.58
S 1.84 -1.58 -2.06
H 2.58 2.11 -4.93
H 3.62 0.79 -6.78
H 3.88 -1.65 -6.56
H 3.16 -2.83 -4.52
C -5.69 0.69 -0.53
C -4.73 0.33 -1.67
C -5.12 1.08 -2.95
C -4.81 -1.18 -1.93
P -2.97 0.64 -1.11
C -2.05 0.56 -2.69
C -1.93 1.58 -3.64
C -1.30 1.35 -4.86
C -0.79 0.10 -5.15
C -0.88 -0.93 -4.22
C -1.49 -0.69 -2.99
C -2.77 2.37 -0.41
C -3.49 3.53 -1.10
C -1.27 2.62 -0.40
C -3.24 2.32 1.05
H -6.68 0.32 -0.78
H -5.77 1.77 -0.39
H -5.39 0.23 0.41
H -6.16 0.85 -3.19
H -4.51 0.77 -3.80
H -5.03 2.16 -2.84
H -5.83 -1.43 -2.23
H -4.58 -1.75 -1.03
H -4.14 -1.49 -2.73
H -2.36 2.55 -3.46
H -1.23 2.15 -5.58
H -0.32 -0.09 -6.11
H -0.49 -1.91 -4.45
H -1.55 -1.49 -2.27
H -3.18 3.68 -2.14
H -3.27 4.46 -0.56
H -4.57 3.40 -1.08
H -0.79 2.58 -1.38
H -0.81 1.85 0.30
H -1.04 3.56 0.10
H -4.32 2.18 1.13
H -2.99 3.26 1.54
H -2.75 1.51 1.60
```

As for the spin multiplicity: 2. The total energy comes out at -74513.19233 eV. Its net charge is +2.

Here are the Mulliken charges for atoms 1 to 2, given in e: Ir 1.458; C -1.872

---

2.
C22H38O3P2SZn | ωB97M-V with the def2-TZVPD basis set

```
67
Properties=species:S:1:pos:R:3
P 5.04 -0.77 -1.31
P 3.06 -2.57 -2.94
C 5.77 -2.22 -2.24
C 4.88 -2.66 -3.40
H 5.90 -3.04 -1.51
H 6.77 -1.93 -2.61
H 5.02 -2.01 -4.28
H 5.10 -3.70 -3.70
C 2.85 -4.33 -2.44
H 1.78 -4.54 -2.34
H 3.34 -4.50 -1.47
H 3.29 -4.99 -3.20
C 2.37 -2.69 -4.64
H 2.81 -3.55 -5.17
H 2.59 -1.77 -5.18
H 1.29 -2.82 -4.56
C 6.12 -0.87 0.17
H 5.95 0.03 0.78
H 7.17 -0.92 -0.12
H 5.84 -1.76 0.75
C 5.95 0.56 -2.21
H 5.54 0.68 -3.22
H 7.02 0.31 -2.27
H 5.82 1.50 -1.66
Zn -1.03 1.27 1.03
C -0.61 0.04 -1.16
C -0.48 -0.94 -0.23
C 0.79 -1.51 0.31
C 1.35 -0.80 1.57
C 1.23 0.70 1.57
C 1.36 1.52 0.49
C 1.71 1.09 -0.90
C 0.51 0.77 -1.82
C -1.30 2.77 2.25
H -1.60 0.18 -1.62
H -1.38 -1.51 0.06
H 1.57 -1.57 -0.46
H 0.57 -2.55 0.61
H 0.80 -1.18 2.45
H 2.40 -1.10 1.71
H 1.24 1.15 2.57
H 1.38 2.61 0.65
H 2.41 0.23 -0.89
H 2.27 1.92 -1.38
H 0.10 1.72 -2.21
H 0.87 0.22 -2.71
H -2.13 3.40 1.91
H -0.40 3.38 2.40
H -1.59 2.33 3.22
C -9.46 3.06 3.64
C -8.17 2.42 3.21
C -7.24 2.04 4.19
C -5.97 1.65 3.83
C -5.61 1.62 2.47
C -6.58 1.87 1.47
C -7.86 2.24 1.85
S -3.62 0.00 1.40
O -4.29 1.53 2.19
O -2.46 -0.25 2.31
O -3.11 0.71 0.16
H -10.01 2.40 4.31
H -9.29 4.01 4.18
H -10.08 3.30 2.77
H -7.48 2.05 5.26
H -5.19 1.45 4.57
H -6.28 1.85 0.43
H -8.62 2.45 1.09
```

The total energy comes out at -107401.73234 eV.

Here are the natural (NBO) charges for atoms 1 to 2, given in e: P 0.789; P 0.785